1.
Here is C41H57As2BCaN6O8S3 as an isolated structure at a distorted geometry from the OMol25 dataset. Energies are from ωB97M-V/def2-TZVPD.

Each line ends with the Mulliken charge.
Atoms and positions in Å:
Ca  0.435  -0.557  1.582  1.1752
C  4.265  3.393  -0.724  -1.6953
C  3.015  2.851  -1.345  0.3298
C  2.714  2.946  -2.660  -0.8016
C  1.841  2.004  -3.249  -0.1986
N  0.888  1.445  -2.564  -0.8345
N  0.860  1.772  -1.210  2.0140
B  -0.466  1.813  -0.508  -1.7611
N  -0.639  2.968  0.462  0.4387
N  -0.235  4.175  -0.044  0.0777
C  -0.218  5.216  0.749  0.2601
C  -0.652  5.152  2.137  -0.4087
C  -0.969  3.925  2.658  -0.2856
C  -1.411  3.800  4.133  -1.7154
C  -1.000  2.773  1.782  1.0518
S  -1.473  1.162  2.367  -0.2487
C  0.149  6.476  0.080  1.9362
C  1.304  7.054  0.934  -1.5672
C  0.690  6.360  -1.371  -1.7245
C  -1.041  7.457  0.092  -1.5327
N  -1.714  1.278  -1.126  0.7807
N  -2.386  2.323  -1.628  -0.4209
C  -3.527  2.125  -2.252  0.1236
C  -4.139  0.829  -2.287  -0.7177
C  -3.475  -0.278  -1.799  0.5947
C  -3.960  -1.663  -2.098  -1.5041
C  -2.131  -0.009  -1.237  0.1125
S  -1.354  -1.379  -0.486  -0.3441
C  -4.051  3.374  -2.934  1.8494
C  -5.352  3.933  -2.258  -1.4082
C  -4.449  3.108  -4.400  -1.4597
C  -3.011  4.517  -2.796  -1.6132
C  2.038  2.067  -0.565  0.5218
S  2.419  1.516  1.060  -0.3203
C  2.166  1.437  -4.685  1.8972
C  1.099  0.339  -4.901  -1.4785
C  2.034  2.543  -5.765  -1.5158
C  3.673  1.020  -4.657  -1.4662
H  4.405  4.379  -1.082  0.4942
H  5.137  2.797  -0.995  0.3027
H  4.151  3.433  0.403  0.3915
H  3.254  3.637  -3.309  0.5972
H  -0.679  6.137  2.732  0.4909
H  -1.750  2.744  4.321  0.3267
H  -2.293  4.419  4.293  0.4258
H  -0.645  4.072  4.839  0.3672
H  2.216  6.439  0.687  0.3335
H  1.074  6.978  2.054  0.3325
H  1.498  8.100  0.763  0.4867
H  1.165  5.376  -1.562  0.2025
H  1.451  7.090  -1.442  0.5451
H  -0.096  6.566  -2.133  0.2981
H  -1.262  7.818  1.124  0.3310
H  -1.958  6.904  -0.294  0.2415
H  -0.961  8.320  -0.572  0.4668
H  -5.089  0.818  -2.851  0.4760
H  -4.877  -1.537  -2.789  0.3509
H  -4.296  -2.293  -1.276  0.3207
H  -3.178  -2.253  -2.648  0.3563
H  -6.106  3.077  -2.248  0.3471
H  -5.845  4.801  -2.765  0.4049
H  -5.152  4.225  -1.193  0.2994
H  -4.871  2.059  -4.543  0.2916
H  -3.607  3.115  -5.175  0.3094
H  -5.147  3.830  -4.750  0.4411
H  -2.858  4.871  -1.723  0.0760
H  -3.307  5.400  -3.438  0.4440
H  -2.038  4.157  -3.166  0.1988
H  0.057  0.665  -4.711  0.1966
H  1.343  -0.533  -4.243  0.2589
H  1.148  -0.020  -5.932  0.5045
H  1.097  3.131  -5.709  0.3147
H  2.167  2.072  -6.782  0.4007
H  2.838  3.265  -5.775  0.4218
H  3.971  0.486  -3.746  0.2521
H  4.262  1.958  -4.672  0.3957
H  3.933  0.427  -5.558  0.4281
C  -1.952  -9.355  4.346  -0.6498
O  -2.246  -8.907  2.993  -0.3198
C  -2.051  -7.655  2.592  0.4069
O  -2.716  -7.191  1.654  -0.5927
C  -0.830  -6.857  3.008  0.0988
C  0.377  -7.122  3.523  0.3846
As  1.010  -5.634  4.856  0.2820
C  2.986  -5.637  4.856  -0.9939
C  1.107  -3.989  3.542  -0.7807
C  0.797  -4.081  2.216  1.4601
As  -0.924  -5.119  1.889  0.0705
C  -0.185  -5.967  0.226  -1.2207
C  1.810  -3.766  1.139  -0.0854
O  2.379  -4.582  0.485  -0.4522
O  1.957  -2.299  0.845  -0.0817
C  3.028  -1.990  -0.135  -0.7729
C  1.628  -2.735  4.206  0.2402
O  2.299  -2.637  5.217  -0.5334
O  1.024  -1.577  3.632  -0.6850
C  1.018  -0.471  4.618  -0.5975
C  1.219  -8.322  3.339  0.3515
O  1.986  -8.617  4.267  -0.6376
O  0.993  -9.098  2.259  -0.2187
C  1.678  -10.347  2.421  -0.7592
H  -1.190  -10.180  4.252  0.2110
H  -2.901  -9.727  4.744  0.3266
H  -1.597  -8.545  5.022  0.3336
H  3.352  -4.775  4.336  0.3213
H  3.255  -6.621  4.473  0.3685
H  3.375  -5.635  5.878  0.3746
H  0.807  -6.483  0.309  0.2970
H  -0.151  -5.109  -0.466  0.3614
H  -0.924  -6.696  0.044  0.5682
H  2.709  -2.368  -1.119  0.2749
H  3.910  -2.524  0.123  0.4190
H  3.190  -0.926  -0.114  0.2043
H  0.577  0.423  4.073  0.1786
H  2.051  -0.375  4.898  0.3527
H  0.349  -0.759  5.437  0.3219
H  1.639  -10.625  3.494  0.3254
H  2.779  -10.244  2.297  0.2996
H  1.288  -11.069  1.708  0.2838

Properties
total charge = +2
E_HOMO = -12.3 eV
multiplicity = 1
energy = -8894.95558 hartree

2.
Here is C41H57BF4LiN2O6PSTe as an isolated structure from the OMol25 dataset. Energies are from ωB97M-V/def2-TZVPD.

Each line ends with the Mulliken charge.
Atoms and positions in Å:
Li  2.193  -0.435  0.666  1.1716
F  3.783  1.544  3.960  -0.3522
B  2.954  0.545  3.458  -0.1243
F  3.226  0.412  2.042  -0.3031
F  1.602  0.895  3.598  -0.1860
F  3.202  -0.685  4.075  -0.3687
C  3.010  -3.291  2.428  -0.7083
N  1.673  -3.224  2.987  0.6780
C  1.367  -4.140  4.059  -1.0475
C  0.789  -2.300  2.603  -0.5818
O  0.995  -1.434  1.765  0.8523
H  3.744  -3.008  3.185  0.3067
H  3.090  -2.611  1.585  -0.2241
H  3.199  -4.308  2.077  0.4192
H  2.037  -3.972  4.907  0.3235
H  1.481  -5.172  3.720  0.2949
H  0.340  -3.992  4.389  0.3150
H  -0.189  -2.391  3.090  -0.1791
O  2.883  -1.573  -0.604  -0.1564
S  3.449  -2.527  -1.663  -0.3057
C  3.038  -2.129  -3.263  0.3925
C  1.713  -2.256  -3.817  -0.3967
C  1.404  -1.661  -5.013  -0.3786
C  2.338  -0.884  -5.724  -0.6213
C  3.639  -0.740  -5.177  -0.6531
C  3.980  -1.327  -3.990  -0.6255
C  2.405  -3.966  -1.438  -0.0110
C  2.709  -5.136  -2.126  -0.3105
C  1.921  -6.259  -1.940  -0.6128
C  0.827  -6.214  -1.079  -0.6711
C  0.527  -5.043  -0.403  -0.7852
C  1.327  -3.915  -0.574  0.2510
H  0.965  -2.836  -3.289  0.1472
H  0.405  -1.793  -5.420  0.3565
H  2.075  -0.421  -6.666  0.3601
H  4.384  -0.157  -5.709  0.3575
H  4.978  -1.193  -3.583  0.3692
H  3.546  -5.144  -2.814  0.4370
H  2.154  -7.172  -2.474  0.3613
H  0.214  -7.097  -0.938  0.3864
H  -0.330  -4.969  0.256  0.5503
H  1.104  -3.000  -0.039  0.4336
C  -2.258  -2.788  -1.393  -1.5786
C  -1.944  -1.973  -0.151  0.6364
O  -1.413  -2.529  0.828  -0.6079
N  -2.286  -0.683  -0.258  -0.8546
Te  -1.360  0.483  1.026  0.2286
C  -2.370  0.499  2.937  -0.0548
C  -3.319  -0.427  3.380  1.4274
C  -3.871  -1.559  2.558  -1.2425
C  -3.834  -0.285  4.671  -0.9128
C  -3.439  0.728  5.524  0.6058
C  -3.987  0.836  6.921  -1.6517
C  -2.501  1.638  5.058  -0.9056
C  -1.960  1.549  3.782  0.8082
C  -0.980  2.613  3.367  -1.3364
C  -2.349  2.228  0.302  0.7113
C  -3.743  2.263  0.131  0.9357
C  -4.664  1.162  0.575  -1.2803
C  -4.314  3.394  -0.444  -1.0706
C  -3.557  4.490  -0.832  0.7694
C  -4.196  5.695  -1.466  -1.6868
C  -2.191  4.445  -0.614  -1.2673
C  -1.565  3.334  -0.052  1.8358
C  -0.078  3.441  0.142  -1.5484
H  -3.154  -2.421  -1.891  0.4404
H  -2.362  -3.839  -1.130  0.4745
H  -1.420  -2.690  -2.087  -0.0230
H  -3.134  -1.988  1.886  -0.1547
H  -4.728  -1.221  1.971  0.2745
H  -4.221  -2.353  3.220  0.5500
H  -4.568  -1.009  5.010  0.3591
H  -4.796  0.124  7.084  0.3589
H  -4.370  1.839  7.117  0.3646
H  -3.208  0.635  7.660  0.3238
H  -2.168  2.442  5.706  0.4061
H  -0.662  3.183  4.239  0.5522
H  -1.439  3.306  2.660  0.2082
H  -0.073  2.194  2.928  -0.0935
H  -4.299  0.189  0.251  0.1631
H  -5.661  1.321  0.164  0.3922
H  -4.743  1.154  1.664  0.2660
H  -5.390  3.413  -0.588  0.3094
H  -5.277  5.577  -1.536  0.3577
H  -3.808  5.857  -2.473  0.3240
H  -3.991  6.598  -0.889  0.3388
H  -1.576  5.294  -0.895  0.4175
H  0.411  3.585  -0.822  0.3518
H  0.381  2.569  0.595  -0.6895
H  0.145  4.305  0.774  0.6763
C  3.548  3.484  -4.028  -1.4098
C  2.331  2.588  -4.103  0.2725
O  1.742  2.450  -2.805  -0.3479
P  1.608  0.928  -2.177  1.7516
O  2.078  1.264  -0.625  0.3667
C  3.265  2.063  -0.408  -0.8155
C  4.530  1.332  -0.807  -1.1047
O  0.022  0.921  -1.773  -0.5606
C  -0.860  0.596  -2.870  0.3119
C  -1.608  1.832  -3.320  -1.1137
H  3.978  3.619  -5.022  0.4531
H  4.311  3.044  -3.384  0.2343
H  3.283  4.465  -3.629  0.3158
H  2.589  1.601  -4.500  -0.2097
H  1.573  3.024  -4.760  0.2872
H  3.268  2.281  0.657  0.4448
H  3.148  2.994  -0.963  0.7227
H  4.645  0.416  -0.229  0.0405
H  5.392  1.976  -0.623  0.4954
H  4.518  1.057  -1.866  0.1280
H  -1.547  -0.158  -2.493  -0.1110
H  -0.275  0.161  -3.688  0.0759
H  -2.208  2.235  -2.502  0.0998
H  -2.276  1.578  -4.146  0.4737
H  -0.917  2.608  -3.655  0.1297

Properties
⟨S²⟩ = 0.7671
total charge = -1
energy relative to the best compared isomer or geometry (same formula, charge and spin) = 0.00 kJ/mol
E_HOMO (alpha / beta) = -1.7 / -5.5 eV
multiplicity = 2
energy = -3597.27690 hartree

- What is the energy in the first record?
  -8894.95558 hartree

- What is the formula in the first record?
  C41H57As2BCaN6O8S3

- multiplicity of number 2 (C41H57BF4LiN2O6PSTe)?
  2